The following is a quantum chemistry calculation of a molecular structure, C14H25Br4InO7, from OMol25.

```
51
Properties=species:S:1:pos:R:3:mulliken_charge:R:1
In -3.69189 3.35810 3.49520 0.978
C -0.69715 0.10333 0.46941 1.329
C -1.93721 0.94568 0.76969 -0.187
O -2.08303 1.38452 1.95371 -0.337
H -0.69517 -0.23134 -0.56947 -0.275
H -0.65106 -0.79348 1.10036 -0.084
H 0.21770 0.66675 0.72025 -0.932
H -2.76248 0.16139 0.54369 0.181
H -2.18989 1.70982 -0.00481 0.429
Br 1.83962 2.53935 -0.68755 -0.057
C 2.96566 0.96356 -0.69349 -0.401
C 4.23278 1.23719 0.05636 -0.593
Br 4.97865 -0.47926 0.40799 0.030
H 3.16759 0.68746 -1.72660 0.708
H 2.40780 0.15597 -0.22357 -0.082
H 4.08859 1.75313 1.00169 0.375
H 4.94473 1.82812 -0.52115 0.491
Br -0.19883 -2.81302 -1.57983 0.010
C -1.71387 -3.28101 -0.44303 -0.400
C -2.97429 -2.65799 -0.99027 -0.400
Br -4.50156 -3.42729 -0.07169 -0.052
H -1.47203 -2.94163 0.55857 0.268
H -1.77781 -4.36467 -0.45975 0.476
H -3.12845 -2.85207 -2.04594 0.467
H -3.02445 -1.57963 -0.80312 -0.123
C -1.77078 0.49625 -3.48369 -1.212
C -0.39533 1.00107 -3.15031 1.175
C 0.76768 0.01976 -3.27488 0.152
O 1.83476 0.84381 -3.72994 -0.392
C 1.31722 1.95640 -4.32880 0.486
O 1.94266 2.75321 -4.93455 -0.474
O -0.02355 2.00514 -4.11870 -0.449
H -2.43314 1.34841 -3.63456 0.377
H -2.11857 -0.15326 -2.67715 0.103
H -1.77870 -0.04423 -4.43015 0.421
H -0.36690 1.50152 -2.17490 -0.277
H 0.53660 -0.77257 -3.99030 0.347
H 1.08936 -0.41768 -2.33279 -0.248
C -0.24427 -0.42626 4.99068 -1.645
C -0.14396 -0.19818 3.50731 0.798
C 0.85585 0.88692 3.04282 -0.416
O 1.77716 0.19307 2.19961 -0.259
C 1.49374 -1.14550 2.20784 0.642
O 2.15288 -1.95730 1.65767 -0.441
O 0.37312 -1.39811 2.89502 -0.422
H -0.89794 -1.27880 5.17375 0.382
H -0.64020 0.44388 5.51516 0.389
H 0.72749 -0.67566 5.41918 0.401
H -1.13649 -0.03850 3.07893 0.102
H 1.38612 1.33899 3.87828 0.420
H 0.35121 1.64462 2.43780 0.219
```

Output
- Frontier orbital gap: 0.0859 hartree
- HOMO energy: -0.5487 Ha
- Charge: +2